Entry 1:
Below is C25H66NbO9 as an isolated structure at a distorted geometry, with properties calculated with ωB97M-V with the def2-TZVPD basis set.

Results
- E (eV) = -46964.9824
- E_HOMO (eV) = -4.4079

ORCA input file:
```
! wB97M-V def2-TZVPD RIJCOSX def2/J DEFGRID3
* xyz -1 1
C -2.5097 7.2077 -3.0707
C -1.0788 7.2927 -3.5122
O -0.3688 8.3095 -2.8249
C 0.7458 7.9025 -2.0820
C 0.3812 7.4312 -0.7058
O -0.5082 6.3454 -0.6929
C 0.0590 5.1175 -1.1089
C -1.0746 4.1656 -1.4408
O -0.9440 3.5911 -2.7101
C 0.1651 2.6784 -2.8372
Nb -0.1163 0.6428 -1.8200
C 0.7999 1.2541 0.2002
O 0.5179 0.5711 1.4267
C -0.8098 0.6996 1.8476
C -1.2296 2.1109 2.2540
H -2.9745 6.3131 -3.4684
H -3.0656 8.0731 -3.4150
H -2.5535 7.1758 -1.9881
H -1.0366 7.5475 -4.5704
H -0.5813 6.3328 -3.3896
H 1.3143 7.1487 -2.6265
H 1.3934 8.7685 -1.9667
H 1.2987 7.1918 -0.1616
H -0.1199 8.2416 -0.1859
H 0.7293 4.7294 -0.3400
H 0.6524 5.2418 -2.0138
H -1.9919 4.7451 -1.4514
H -1.1828 3.3946 -0.6762
H 1.1079 3.1712 -2.5822
H 0.2344 2.4504 -3.8993
H -1.8702 0.9632 -1.2728
H -0.8118 -0.2589 -3.2727
H 1.5420 0.2305 -2.5483
H -0.0235 -1.0181 -1.0324
H 1.8713 1.1261 0.0578
H 0.6498 2.3305 0.3401
H -1.4754 0.3299 1.0643
H -0.9061 0.0359 2.7013
H -1.4472 2.1545 3.3137
H -2.1105 2.4273 1.7073
H -0.4303 2.8177 2.0650
C 1.2716 -5.5658 -1.7365
C 1.4232 -4.2348 -2.4628
C 2.5295 -3.3869 -1.8478
O 0.2041 -3.5165 -2.4872
H 1.0063 -5.3949 -0.6925
H 0.4836 -6.1656 -2.1959
H 2.2019 -6.1396 -1.7541
H 1.6552 -4.4172 -3.5153
H 2.2884 -3.1602 -0.8063
H 2.6169 -2.4391 -2.3777
H 3.4911 -3.9075 -1.8747
H -0.0296 -3.2652 -1.5854
C -2.3920 3.5354 -5.7530
C -1.2684 3.0824 -6.6726
C -1.6258 3.2724 -8.1417
O -0.8973 1.7344 -6.4118
H -3.2903 2.9392 -5.9439
H -2.1140 3.4102 -4.7073
H -2.6396 4.5858 -5.9246
H -0.3672 3.6568 -6.4481
H -2.5039 2.6702 -8.3923
H -0.8028 2.9532 -8.7818
H -1.8568 4.3162 -8.3624
H -1.6699 1.1758 -6.5516
C 3.2046 -8.1897 2.2449
C 3.3322 -6.8755 1.4908
C 4.4690 -6.0178 2.0257
O 2.0994 -6.1647 1.5187
H 2.9843 -8.0024 3.2977
H 2.3798 -8.7760 1.8415
H 4.1212 -8.7797 2.1802
H 3.5030 -7.0738 0.4311
H 4.2899 -5.7716 3.0763
H 4.5376 -5.0852 1.4666
H 5.4251 -6.5393 1.9576
H 1.8872 -5.9844 2.4412
C -1.5380 -8.7324 2.3970
C -0.6798 -9.1187 3.5912
C -1.5178 -9.4700 4.8110
O 0.2569 -8.0870 3.8924
H -2.1367 -7.8489 2.6340
H -0.9119 -8.4911 1.5389
H -2.2186 -9.5389 2.1208
H -0.0567 -9.9745 3.3250
H -2.1169 -8.6074 5.1152
H -0.8783 -9.7506 5.6477
H -2.1979 -10.2957 4.5986
H -0.2425 -7.2948 4.1216
C -0.4703 4.4433 6.9039
C -0.9631 3.0384 6.5900
C -1.0213 2.1653 7.8352
O -0.1708 2.4337 5.5765
H 0.5452 4.4027 7.3086
H -0.4498 5.0489 5.9987
H -1.1093 4.9342 7.6396
H -1.9593 3.0996 6.1485
H -0.0217 2.0602 8.2665
H -1.3876 1.1704 7.5847
H -1.6745 2.5982 8.5945
H 0.7319 2.3520 5.9037
*
```



Entry 2:
Below is a 6-piece molecular cluster, C25H67BrFN5O9PS overall at a distorted geometry, with properties calculated with ωB97M-V with the def2-TZVPD basis set.

Results
- E (eV) = -145771.2125
- E_HOMO (eV) = -5.2231

ORCA input file:
```
! wB97M-V def2-TZVPD RIJCOSX def2/J DEFGRID3
* xyz -1 1
C -5.2196 1.6493 -0.3783
C -5.9294 0.5125 -1.1437
C -5.1946 -0.0816 -2.3404
C -3.9462 -0.8913 -2.0126
Br -3.5292 -1.8617 -3.8416
O -4.1275 -1.8291 -1.1016
P -2.7669 -1.9409 0.1750
O -1.8036 -1.0895 -1.0572
C -2.6421 -0.1549 -1.6165
S -1.7374 0.7361 -2.8806
O -2.6205 1.5967 -3.5896
O -0.7449 -0.0130 -3.5523
F -0.9234 1.6994 -1.9141
H -4.2587 1.9141 -0.8133
H -5.8229 2.5591 -0.4066
H -5.0690 1.3995 0.6703
H -6.2129 -0.2821 -0.4545
H -6.8597 0.9349 -1.5273
H -4.9709 0.6821 -3.0866
H -5.8630 -0.7985 -2.8179
H -1.8265 -1.9361 1.2457
H -2.3249 -3.1845 -0.3599
H -3.7272 -2.6122 1.0245
H -3.2722 -0.6576 0.6271
H -2.8434 0.6398 -0.8865
C 2.0425 1.1386 3.3140
C 0.7307 1.6724 3.8757
C -0.5118 0.9624 3.3217
O -0.8633 1.3207 2.0094
C -0.1384 0.6635 0.9750
N 0.6835 3.1247 3.6761
H 2.2254 1.4930 2.3000
H 2.8772 1.4731 3.9324
H 2.0522 0.0472 3.2947
H 0.7326 1.4918 4.9564
H -1.3694 1.2424 3.9414
H -0.3953 -0.1286 3.3989
H 0.1192 -0.3607 1.2570
H 0.7692 1.2198 0.7165
H -0.7693 0.6362 0.0998
H -0.1298 3.5027 4.1522
H 0.5031 3.2897 2.6888
C -10.9297 3.6504 -4.1442
C -9.9289 2.5087 -4.2967
C -9.9903 1.4725 -3.1684
O -9.4088 1.8883 -1.9505
C -10.2165 2.6902 -1.1174
N -8.5916 3.0713 -4.4815
H -10.5961 4.3718 -3.3979
H -11.0300 4.1850 -5.0884
H -11.9146 3.2819 -3.8501
H -10.1815 1.9677 -5.2149
H -9.4104 0.5994 -3.4773
H -11.0243 1.1398 -2.9981
H -11.2712 2.4024 -1.1896
H -10.1233 3.7548 -1.3497
H -9.8777 2.5348 -0.0935
H -7.9338 2.3357 -4.7208
H -8.2672 3.4281 -3.5870
C 7.6134 2.2298 1.0309
C 6.4127 2.3469 1.9620
C 5.9815 1.0065 2.5704
O 5.3056 0.1461 1.6767
C 6.1250 -0.6163 0.8155
N 5.3251 3.0201 1.2513
H 7.3279 1.8122 0.0661
H 8.0417 3.2139 0.8388
H 8.3928 1.5938 1.4573
H 6.6923 2.9888 2.8044
H 5.2651 1.2159 3.3684
H 6.8390 0.4865 3.0213
H 7.0565 -0.9111 1.3117
H 6.3735 -0.0791 -0.1042
H 5.5666 -1.5147 0.5517
H 4.5618 3.2158 1.8923
H 4.9373 2.3719 0.5715
C 9.4226 -1.3884 -4.0424
C 8.0510 -1.1093 -3.4365
C 7.7468 0.3807 -3.2431
O 8.4187 0.9834 -2.1529
C 9.7444 1.4015 -2.3975
N 7.9111 -1.8807 -2.1998
H 10.2147 -1.2717 -3.3020
H 9.4667 -2.4150 -4.4042
H 9.6325 -0.7192 -4.8790
H 7.2969 -1.4829 -4.1363
H 6.6823 0.4857 -3.0196
H 7.9471 0.9439 -4.1646
H 9.8638 1.7598 -3.4253
H 10.4706 0.6049 -2.2143
H 9.9558 2.2222 -1.7122
H 6.9559 -1.8171 -1.8616
H 8.4769 -1.4350 -1.4826
C -0.3591 -5.5880 2.4193
C 0.6278 -4.5506 2.9486
C 1.0749 -4.7951 4.3953
O 0.1197 -4.4628 5.3855
C -0.8752 -5.4354 5.6234
N 0.0596 -3.2250 2.7294
H -1.3639 -5.4085 2.8021
H -0.4177 -5.5191 1.3341
H -0.0591 -6.6033 2.6899
H 1.5369 -4.6180 2.3408
H 1.9346 -4.1524 4.6024
H 1.3994 -5.8379 4.5269
H -0.4709 -6.4485 5.5211
H -1.7281 -5.3282 4.9490
H -1.2254 -5.2983 6.6465
H 0.7467 -2.5080 2.9430
H -0.7012 -3.0728 3.3850
*
```